Below is a cluster of 3 separate species, C20H48BIO7P in total, with properties calculated with the ωB97M-V functional and the def2-TZVPD basis.

Structure (ORCA input):
```
! wB97M-V def2-TZVPD RIJCOSX def2/J DEFGRID3
* xyz -1 1
C -5.61107 -1.82244 -2.85037
C -4.99509 -0.81441 -3.99991
C -4.47555 0.62704 -3.33514
O -3.18461 0.48497 -2.64421
B -3.06108 1.42769 -1.50405
C -2.93981 3.02091 -1.97148
I -1.88724 3.17342 -3.93396
C -4.37423 3.81660 -2.00247
C -5.13948 3.92905 -0.55762
P -1.71301 0.88055 -0.25062
C -1.97062 1.64419 1.48414
C 0.05932 1.13082 -0.91597
H -6.10747 -1.12284 -2.02712
H -4.78108 -2.53724 -2.37740
H -6.48201 -2.50883 -3.28094
H -5.90270 -0.56705 -4.73418
H -4.12244 -1.30635 -4.63024
H -5.34388 1.06523 -2.68407
H -4.35650 1.36531 -4.26114
H -4.10334 1.35862 -0.91569
H -2.24945 3.60227 -1.20613
H -4.12132 4.93654 -2.33017
H -5.10077 3.35483 -2.81302
H -4.82945 3.12876 0.23763
H -4.93528 4.98691 -0.07120
H -6.32668 3.85032 -0.65357
H -2.80166 2.49782 1.45599
H -2.44116 0.79426 2.17684
H -0.96699 2.04349 1.99168
H 0.62612 0.08065 -0.91372
H 0.68744 1.81522 -0.17053
H 0.12701 1.59441 -1.98875
C 5.55941 5.57996 2.86107
O 5.37832 4.18843 3.05735
C 4.04327 3.84641 3.42739
C 3.64444 2.49325 2.83090
O 3.39721 2.52540 1.41898
C 4.54108 2.71748 0.57589
C 5.50145 1.52426 0.53803
O 6.24730 1.43635 1.75270
C 6.52161 0.10034 2.13647
H 5.53589 6.10269 3.82310
H 6.53557 5.73358 2.39369
H 4.79560 5.98404 2.18838
H 3.33352 4.60934 3.09050
H 4.01114 3.78930 4.52063
H 2.69249 2.19658 3.28613
H 4.35948 1.70940 3.08405
H 5.05732 3.64824 0.82090
H 4.13777 2.85020 -0.43457
H 6.22051 1.66020 -0.27471
H 4.92894 0.60359 0.35774
H 5.60519 -0.49735 2.15258
H 6.93208 0.11415 3.14969
H 7.25491 -0.34437 1.45958
C -0.98841 -2.52385 -1.72014
O -0.50080 -3.10298 -0.52242
C -1.51352 -3.27010 0.46891
C -1.26612 -4.53987 1.28890
O -1.55258 -5.75624 0.58602
C -0.65792 -6.10228 -0.47980
C 0.74196 -6.51744 -0.01554
O 1.48897 -5.38036 0.41858
C 2.36183 -5.67190 1.49587
H -1.21432 -1.46404 -1.56184
H -0.21081 -2.61428 -2.48310
H -1.87687 -3.05400 -2.07900
H -2.50685 -3.32725 0.01139
H -1.47513 -2.39525 1.12666
H -1.95681 -4.52619 2.13991
H -0.26157 -4.56184 1.71338
H -0.61968 -5.31169 -1.23236
H -1.11422 -6.96887 -0.97185
H 1.28687 -6.96290 -0.85261
H 0.65158 -7.26179 0.78801
H 1.82499 -6.16783 2.31024
H 2.75710 -4.72753 1.87953
H 3.19185 -6.29370 1.15219
*
```

Values from the calculation:
HOMO energy = -3.3 eV
electronic energy = -1981.20248 a.u.
Kohn-Sham gap = 0.207 hartree